Density functional theory data (wB97M-V/def2-TZVPD) for a 10-piece molecular cluster, C46H108N4O10 overall at a distorted geometry.

Results
E_LUMO = 0.52 eV
structure (SMILES) = CC1(C)CCCC(C)(C)N1O.CC1(C)CCCC(C)(C)N1O.CC1(C)CCCC(C)(C)N1O.CC1(C)CCCC(C)(C)N1O.CCO.CCO.CCO.CCO.CCO.O
HOMO level = -8.167 eV
energy = -75884.484 eV
energy relative to the best compared isomer or geometry (same formula, charge and spin) = 0.0 kJ/mol
Kohn-Sham gap = 8.7 eV

Last columns: bonded neighbours and bond lengths (Å).
Positions of all 168 atoms, in Å:
1 C 3.336 0.741 -2.557  C2 1.502, H4 1.086, H5 1.094, H6 1.093
2 C 3.212 1.684 -3.720  C1 1.502, O3 1.448, H7 1.091, H8 1.095
3 O 2.211 1.158 -4.624  C2 1.448, H9 0.961
4 H 2.415 0.742 -1.983  C1 1.086
5 H 4.182 1.056 -1.939  C1 1.094
6 H 3.623 -0.273 -2.849  C1 1.093
7 H 4.139 1.810 -4.281  C2 1.091
8 H 2.846 2.649 -3.355  C2 1.095
9 H 2.235 1.652 -5.448  O3 0.961
10 C -0.272 -0.154 3.306  C11 1.487, H13 1.092, H14 1.092, H15 1.090
11 C -0.442 -1.276 4.267  C10 1.487, O12 1.439, H16 1.093, H17 1.098
12 O -1.243 -0.792 5.361  C11 1.439, H18 0.961
13 H 0.278 -0.496 2.427  C10 1.092
14 H 0.291 0.650 3.784  C10 1.092
15 H -1.229 0.251 2.979  C10 1.090
16 H 0.518 -1.656 4.625  C11 1.093
17 H -0.972 -2.100 3.771  C11 1.098
18 H -1.456 -1.532 5.935  O12 0.961
19 C -0.422 -1.836 -5.911  C20 1.520, H22 1.097, H23 1.089, H24 1.095
20 C -0.337 -1.196 -4.535  C19 1.520, O21 1.408, H25 1.094, H26 1.094
21 O 0.758 -1.672 -3.789  C20 1.408, H27 0.965
22 H -1.366 -1.564 -6.400  C19 1.097
23 H -0.405 -2.925 -5.881  C19 1.089
24 H 0.351 -1.463 -6.590  C19 1.095
25 H -1.261 -1.467 -4.017  C20 1.094
26 H -0.322 -0.108 -4.651  C20 1.094
27 H 1.556 -1.300 -4.183  O21 0.965
28 C 0.353 -0.846 -0.776  C29 1.498, H31 1.084, H32 1.099, H33 1.094
29 C -0.954 -1.177 -0.123  C28 1.498, O30 1.434, H34 1.096, H35 1.096
30 O -0.727 -2.371 0.640  C29 1.434, H36 0.972
31 H 0.839 -1.679 -1.271  C28 1.084
32 H 1.022 -0.426 -0.012  C28 1.099
33 H 0.337 -0.019 -1.492  C28 1.094
34 H -1.764 -1.363 -0.837  C29 1.096
35 H -1.259 -0.333 0.505  C29 1.096
36 H -1.573 -2.737 0.945  O30 0.972
37 C -4.078 0.110 1.375  C38 1.507, H40 1.108, H41 1.096, H42 1.081
38 C -3.753 1.058 0.250  C37 1.507, O39 1.455, H43 1.088, H44 1.092
39 O -5.003 1.658 -0.192  C38 1.455, H45 0.962
40 H -4.504 0.755 2.170  C37 1.108
41 H -3.200 -0.204 1.951  C37 1.096
42 H -4.834 -0.631 1.154  C37 1.081
43 H -3.311 0.588 -0.626  C38 1.088
44 H -3.119 1.887 0.572  C38 1.092
45 H -5.280 2.265 0.501  O39 0.962
46 O -0.992 -3.615 -2.157  H47 0.967, H48 0.969
47 H -0.511 -2.999 -2.728  O46 0.967
48 H -0.682 -3.410 -1.262  O46 0.969
49 C -2.911 -6.072 3.473  C50 1.542, H60 1.092, H61 1.082, H62 1.097
50 C -2.101 -5.190 2.501  C49 1.542, C51 1.523, N55 1.461, C59 1.531
51 C -1.325 -6.062 1.523  C50 1.523, C52 1.509, H63 1.097, H64 1.094
52 C -2.229 -6.771 0.544  C51 1.509, C53 1.528, H65 1.100, H66 1.092
53 C -3.059 -5.752 -0.235  C52 1.528, C54 1.528, H67 1.094, H68 1.093
54 C -3.798 -4.738 0.636  C53 1.528, N55 1.458, C57 1.535, C58 1.541
55 N -2.943 -4.281 1.726  C50 1.461, C54 1.458, O56 1.410
56 O -3.557 -3.281 2.508  N55 1.410, H78 0.971
57 C -4.123 -3.535 -0.261  C54 1.535, H69 1.088, H70 1.095, H71 1.091
58 C -5.152 -5.324 1.082  C54 1.541, H72 1.092, H73 1.088, H74 1.093
59 C -1.094 -4.372 3.312  C50 1.531, H75 1.091, H76 1.092, H77 1.089
60 H -2.213 -6.659 4.072  C49 1.092
61 H -3.625 -6.729 2.992  C49 1.082
62 H -3.452 -5.439 4.186  C49 1.097
63 H -0.618 -5.451 0.948  C51 1.097
64 H -0.715 -6.776 2.084  C51 1.094
65 H -2.905 -7.454 1.076  C52 1.100
66 H -1.698 -7.447 -0.130  C52 1.092
67 H -3.793 -6.327 -0.809  C53 1.094
68 H -2.434 -5.261 -0.984  C53 1.093
69 H -4.657 -2.754 0.276  C57 1.088
70 H -3.205 -3.100 -0.668  C57 1.095
71 H -4.666 -3.876 -1.144  C57 1.091
72 H -5.057 -6.284 1.593  C58 1.092
73 H -5.733 -4.619 1.673  C58 1.088
74 H -5.697 -5.604 0.177  C58 1.093
75 H -1.594 -3.651 3.958  C59 1.091
76 H -0.474 -3.792 2.625  C59 1.092
77 H -0.470 -5.038 3.906  C59 1.089
78 H -4.094 -3.730 3.182  O56 0.971
79 C 5.198 -1.063 2.502  C80 1.525, H90 1.092, H91 1.089, H92 1.095
80 C 4.205 -2.180 2.198  C79 1.525, C81 1.533, N85 1.457, C89 1.548
81 C 3.762 -1.996 0.742  C80 1.533, C82 1.526, H93 1.098, H94 1.095
82 C 3.012 -3.210 0.200  C81 1.526, C83 1.524, H95 1.088, H96 1.093
83 C 3.922 -4.421 0.375  C82 1.524, C84 1.535, H97 1.097, H98 1.094
84 C 4.310 -4.690 1.836  C83 1.535, N85 1.463, C87 1.540, C88 1.523
85 N 4.883 -3.457 2.378  C80 1.457, C84 1.463, O86 1.426
86 O 5.194 -3.629 3.759  N85 1.426, H108 0.962
87 C 3.067 -5.179 2.602  C84 1.540, H99 1.095, H100 1.085, H101 1.095
88 C 5.371 -5.782 1.858  C84 1.523, H102 1.096, H103 1.088, H104 1.094
89 C 2.962 -2.051 3.112  C80 1.548, H105 1.091, H106 1.093, H107 1.090
90 H 4.756 -0.074 2.360  C79 1.092
91 H 6.092 -1.191 1.894  C79 1.089
92 H 5.475 -1.074 3.562  C79 1.095
93 H 3.055 -1.156 0.729  C81 1.098
94 H 4.589 -1.690 0.092  C81 1.095
95 H 2.694 -3.089 -0.833  C82 1.088
96 H 2.118 -3.248 0.827  C82 1.093
97 H 4.827 -4.214 -0.208  C83 1.097
98 H 3.459 -5.334 -0.010  C83 1.094
99 H 3.313 -5.258 3.666  C87 1.095
100 H 2.179 -4.568 2.479  C87 1.085
101 H 2.806 -6.195 2.287  C87 1.095
102 H 5.625 -6.017 2.898  C88 1.096
103 H 5.059 -6.692 1.349  C88 1.088
104 H 6.309 -5.438 1.412  C88 1.094
105 H 2.065 -2.510 2.693  C89 1.091
106 H 2.755 -0.984 3.228  C89 1.093
107 H 3.154 -2.498 4.087  C89 1.090
108 H 6.155 -3.686 3.755  O86 0.962
109 C 1.432 7.462 1.241  C110 1.542, H120 1.089, H121 1.092, H122 1.089
110 C 2.713 6.607 1.190  C109 1.542, C111 1.548, N115 1.452, C119 1.537
111 C 3.317 6.512 2.612  C110 1.548, C112 1.520, H123 1.092, H124 1.092
112 C 2.727 5.409 3.477  C111 1.520, C113 1.536, H125 1.094, H126 1.091
113 C 2.707 4.067 2.731  C112 1.536, C114 1.532, H127 1.097, H128 1.092
114 C 1.959 4.120 1.395  C113 1.532, N115 1.469, C117 1.511, C118 1.525
115 N 2.527 5.264 0.669  C110 1.452, C114 1.469, O116 1.423
116 O 2.028 5.330 -0.663  N115 1.423, H138 0.971
117 C 2.290 2.886 0.588  C114 1.511, H129 1.090, H130 1.091, H131 1.090
118 C 0.460 4.226 1.650  C114 1.525, H132 1.091, H133 1.098, H134 1.084
119 C 3.747 7.325 0.307  C110 1.537, H135 1.093, H136 1.089, H137 1.089
120 H 1.608 8.338 1.865  C109 1.089
121 H 1.114 7.812 0.257  C109 1.092
122 H 0.612 6.895 1.679  C109 1.089
123 H 4.397 6.363 2.532  C111 1.092
124 H 3.170 7.476 3.103  C111 1.092
125 H 3.384 5.252 4.338  C112 1.094
126 H 1.720 5.619 3.839  C112 1.091
127 H 2.176 3.367 3.387  C113 1.097
128 H 3.714 3.659 2.615  C113 1.092
129 H 3.372 2.751 0.575  C117 1.090
130 H 1.981 3.049 -0.445  C117 1.091
131 H 1.795 1.991 0.966  C117 1.090
132 H 0.118 3.299 2.114  C118 1.091
133 H -0.101 4.247 0.706  C118 1.098
134 H 0.159 5.051 2.285  C118 1.084
135 H 3.955 8.321 0.705  C119 1.093
136 H 4.682 6.768 0.278  C119 1.089
137 H 3.344 7.434 -0.699  C119 1.089
138 H 1.104 5.619 -0.593  O116 0.971
139 C -3.611 6.137 -2.328  C140 1.527, H150 1.087, H151 1.092, H152 1.095
140 C -3.484 4.937 -3.265  C139 1.527, C141 1.535, N145 1.451, C149 1.540
141 C -2.901 5.458 -4.585  C140 1.535, C142 1.523, H153 1.095, H154 1.098
142 C -2.226 4.437 -5.491  C141 1.523, C143 1.532, H155 1.091, H156 1.092
143 C -1.193 3.647 -4.680  C142 1.532, C144 1.535, H157 1.093, H158 1.095
144 C -1.796 2.989 -3.431  C143 1.535, N145 1.443, C147 1.545, C148 1.535
145 N -2.525 4.002 -2.707  C140 1.451, C144 1.443, O146 1.429
146 O -2.870 3.557 -1.393  N145 1.429, H168 0.972
147 C -2.634 1.760 -3.848  C144 1.545, H159 1.088, H160 1.091, H161 1.096
148 C -0.637 2.492 -2.556  C144 1.535, H162 1.094, H163 1.091, H164 1.093
149 C -4.878 4.347 -3.544  C140 1.540, H165 1.090, H166 1.090, H167 1.097
150 H -2.674 6.677 -2.218  C139 1.087
151 H -3.973 5.849 -1.339  C139 1.092
152 H -4.389 6.798 -2.725  C139 1.095
153 H -3.646 6.028 -5.150  C141 1.095
154 H -2.146 6.220 -4.353  C141 1.098
155 H -1.687 5.008 -6.248  C142 1.091
156 H -2.938 3.746 -5.946  C142 1.092
157 H -0.343 4.292 -4.442  C143 1.093
158 H -0.798 2.834 -5.298  C143 1.095
159 H -3.657 1.992 -4.136  C147 1.088
160 H -2.162 1.221 -4.670  C147 1.091
161 H -2.736 1.063 -3.009  C147 1.096
162 H -0.097 3.320 -2.087  C148 1.094
163 H -1.025 1.897 -1.728  C148 1.091
164 H 0.087 1.925 -3.147  C148 1.093
165 H -4.829 3.552 -4.288  C149 1.090
166 H -5.578 5.088 -3.930  C149 1.090
167 H -5.328 3.905 -2.647  C149 1.097
168 H -3.749 3.155 -1.495  O146 0.972

Here are the Mulliken charges for atoms 1 to 2, given in e: number 1, C, carries -0.41; number 2, C, carries -0.52